Entry from the Open Molecules 2025 dataset: one molecule with the formula C25H30FN7O3 (ωB97M-V/def2-TZVPD).

Geometry (Å):
1 C -6.285 -1.294 -0.348
2 C -5.556 0.048 -0.261
3 C -6.118 0.890 0.888
4 C -5.680 0.801 -1.584
5 N -4.127 -0.195 -0.042
6 C -3.626 -0.879 0.993
7 O -4.265 -1.408 1.876
8 C -2.081 -1.062 0.940
9 C -1.790 -1.680 -0.408
10 C -2.152 -3.005 -0.636
11 C -1.937 -3.546 -1.892
12 N -1.398 -2.871 -2.893
13 C -1.051 -1.615 -2.676
14 C -1.226 -0.969 -1.461
15 N -1.325 0.146 1.226
16 C -1.970 1.433 1.436
17 C -1.744 2.409 0.280
18 C -2.382 3.792 0.533
19 C -3.031 4.155 -0.811
20 C -2.516 3.054 -1.746
21 O -2.332 1.924 -0.922
22 C 0.011 0.126 1.448
23 O 0.639 1.128 1.711
24 C 0.703 -1.245 1.377
25 N 2.114 -1.050 1.442
26 N 2.822 -1.206 2.533
27 N 4.033 -0.900 2.245
28 C 4.047 -0.545 0.942
29 C 5.231 -0.128 0.223
30 C 6.458 -0.077 0.883
31 C 7.593 0.322 0.206
32 C 7.484 0.667 -1.131
33 F 8.591 1.057 -1.797
34 C 6.277 0.625 -1.807
35 C 5.147 0.225 -1.123
36 N 2.827 -0.642 0.419
37 H -5.865 -1.898 -1.149
38 H -7.341 -1.132 -0.546
39 H -6.182 -1.835 0.588
40 H -5.602 1.847 0.946
41 H -7.177 1.076 0.732
42 H -5.992 0.362 1.829
43 H -6.727 0.975 -1.816
44 H -5.176 1.762 -1.523
45 H -5.238 0.223 -2.392
46 H -3.487 0.325 -0.632
47 H -1.872 -1.802 1.726
48 H -2.599 -3.593 0.152
49 H -2.208 -4.571 -2.110
50 H -0.612 -1.099 -3.519
51 H -0.931 0.060 -1.340
52 H -1.520 1.886 2.326
53 H -3.034 1.282 1.610
54 H -0.662 2.519 0.124
55 H -1.624 4.512 0.830
56 H -3.125 3.731 1.327
57 H -4.118 4.114 -0.740
58 H -2.746 5.144 -1.162
59 H -1.556 3.349 -2.191
60 H -3.210 2.783 -2.541
61 H 0.460 -1.763 0.447
62 H 0.412 -1.849 2.241
63 H 6.501 -0.353 1.924
64 H 8.553 0.369 0.694
65 H 6.237 0.903 -2.848
66 H 4.189 0.182 -1.617

Calculated values
**Highest occupied orbital energy**: -8.7728 eV
**Gap between HOMO and LUMO**: 9.25 eV
**Charge**: 0
**Energy above the lowest of the compared OMol25 structures with the same formula, charge and spin**: 0.0 kcal per mole
**Multiplicity**: 1

---

Entry from the Open Molecules 2025 dataset: an isolated ion of composition C25H30I2NO3 and charge +1 (ωB97M-V/def2-TZVPD).

Geometry (Å):
1 C -0.687 0.897 -3.465
2 C -1.338 0.803 -2.091
3 C -2.378 1.898 -1.878
4 C -3.023 1.829 -0.488
5 C -3.923 0.651 -0.328
6 O -4.843 0.464 -1.292
7 C -5.655 -0.555 -0.899
8 C -6.726 -1.100 -1.586
9 C -7.406 -2.127 -0.961
10 C -7.030 -2.594 0.299
11 C -5.958 -2.054 0.979
12 C -5.263 -1.017 0.369
13 C -4.106 -0.227 0.718
14 C -3.370 -0.358 1.965
15 O -3.860 -0.700 3.016
16 C -1.884 -0.113 1.878
17 C -1.138 -0.798 0.926
18 C 0.230 -0.629 0.903
19 I 1.429 -1.688 -0.478
20 C 0.876 0.218 1.795
21 O 2.250 0.336 1.748
22 C 2.760 1.447 1.016
23 C 4.275 1.280 1.051
24 N 4.631 -0.062 0.521
25 C 5.706 -0.727 1.304
26 C 5.897 -2.176 0.891
27 C 4.871 -0.043 -0.951
28 C 6.210 0.553 -1.351
29 C 0.118 0.861 2.768
30 I 1.119 2.049 4.199
31 C -1.253 0.690 2.820
32 H -0.199 1.860 -3.592
33 H 0.055 0.112 -3.593
34 H -1.435 0.789 -4.245
35 H -0.570 0.890 -1.316
36 H -1.815 -0.174 -1.984
37 H -1.902 2.873 -1.995
38 H -3.158 1.812 -2.635
39 H -3.633 2.728 -0.349
40 H -2.260 1.818 0.292
41 H -7.010 -0.733 -2.559
42 H -8.251 -2.578 -1.458
43 H -7.596 -3.394 0.750
44 H -5.669 -2.405 1.957
45 H -1.626 -1.462 0.231
46 H 2.481 2.396 1.486
47 H 2.372 1.437 -0.011
48 H 4.766 2.062 0.475
49 H 4.597 1.349 2.091
50 H 3.779 -0.635 0.668
51 H 6.629 -0.158 1.187
52 H 5.407 -0.693 2.353
53 H 6.572 -2.655 1.594
54 H 4.952 -2.715 0.915
55 H 6.333 -2.272 -0.099
56 H 4.795 -1.067 -1.318
57 H 4.060 0.530 -1.404
58 H 6.360 1.546 -0.937
59 H 7.042 -0.080 -1.058
60 H 6.233 0.642 -2.434
61 H -1.841 1.168 3.587

Calculated values
**Highest occupied orbital energy**: -10.3183 eV
**Gap between HOMO and LUMO**: 7.69 eV
**Charge**: +1
**Multiplicity**: 1

---

Entry from the Open Molecules 2025 dataset: one molecule with the formula C25H30N2O5S (ωB97M-V/def2-TZVPD).

Geometry (Å):
1 C -4.682 -3.587 0.247
2 C -4.137 -2.261 -0.252
3 O -2.710 -2.275 -0.095
4 C -1.967 -1.637 -0.990
5 O -2.414 -1.020 -1.931
6 C -0.514 -1.732 -0.689
7 C 0.397 -1.398 -1.690
8 C 1.750 -1.378 -1.409
9 C 2.178 -1.688 -0.132
10 S 3.936 -1.578 0.224
11 O 4.147 -1.854 1.612
12 O 4.652 -2.370 -0.729
13 N 4.284 0.033 -0.126
14 C 5.126 0.299 -1.267
15 C 3.505 1.049 0.426
16 C 2.771 0.816 1.589
17 C 1.976 1.809 2.130
18 C 1.906 3.060 1.539
19 C 2.655 3.307 0.403
20 C 3.442 2.317 -0.156
21 C 1.289 -2.057 0.860
22 C -0.066 -2.081 0.582
23 C -4.710 -1.079 0.565
24 O -5.400 -1.243 1.546
25 N -4.371 0.122 0.066
26 C -4.694 1.358 0.742
27 C -3.444 2.008 1.358
28 C -2.431 2.354 0.302
29 C -1.384 1.579 0.052
30 C -0.379 1.842 -1.025
31 C -0.447 3.286 -1.510
32 C -1.900 3.663 -1.772
33 C -2.683 3.624 -0.464
34 H -4.469 -3.690 1.307
35 H -4.228 -4.411 -0.297
36 H -5.759 -3.607 0.107
37 H -4.367 -2.104 -1.314
38 H 0.026 -1.155 -2.674
39 H 2.477 -1.126 -2.164
40 H 5.624 -0.635 -1.516
41 H 5.877 1.049 -1.013
42 H 4.548 0.638 -2.132
43 H 2.854 -0.134 2.086
44 H 1.413 1.604 3.028
45 H 1.284 3.832 1.966
46 H 2.628 4.281 -0.063
47 H 4.009 2.544 -1.043
48 H 1.672 -2.315 1.834
49 H -0.780 -2.351 1.344
50 H -3.761 0.185 -0.737
51 H -5.413 1.112 1.525
52 H -5.161 2.039 0.025
53 H -3.755 2.909 1.890
54 H -3.012 1.312 2.078
55 H -1.224 0.679 0.632
56 H 0.623 1.605 -0.658
57 H -0.589 1.165 -1.860
58 H 0.149 3.404 -2.416
59 H -0.034 3.944 -0.744
60 H -1.965 4.659 -2.215
61 H -2.333 2.950 -2.478
62 H -3.752 3.734 -0.662
63 H -2.387 4.470 0.166

Calculated values
**Highest occupied orbital energy**: -8.7255 eV
**Gap between HOMO and LUMO**: 8.34 eV
**Charge**: 0
**Energy above the lowest of the compared OMol25 structures with the same formula, charge and spin**: 4.9 kcal per mole
**Multiplicity**: 1

---

Entry from the Open Molecules 2025 dataset: one molecule with the formula C25H30N4O3S (ωB97M-V/def2-TZVPD).

Geometry (Å):
1 C -8.468 -1.164 -0.636
2 C -7.092 -0.610 -0.432
3 C -6.004 -1.104 -1.139
4 C -4.738 -0.580 -0.953
5 C -4.538 0.453 -0.046
6 N -3.250 0.992 0.144
7 C -2.900 2.306 -0.095
8 C -3.878 3.306 -0.603
9 C -1.573 2.445 0.174
10 C -1.084 1.180 0.603
11 C 0.257 0.878 0.992
12 N 1.176 1.758 0.953
13 N 2.418 1.388 1.337
14 C 3.518 2.150 1.112
15 O 3.510 3.267 0.645
16 C 4.807 1.368 1.394
17 N 4.968 0.447 0.290
18 C 4.297 -0.795 0.305
19 C 4.520 -1.690 1.347
20 C 3.843 -2.892 1.399
21 C 2.933 -3.231 0.405
22 C 2.211 -4.543 0.441
23 C 2.730 -2.337 -0.637
24 C 3.393 -1.120 -0.710
25 C 3.147 -0.182 -1.848
26 S 6.204 0.772 -0.776
27 C 5.663 2.257 -1.658
28 O 6.287 -0.329 -1.688
29 O 7.371 1.124 -0.019
30 C -2.154 0.298 0.566
31 C -2.211 -1.143 0.932
32 C -5.620 0.952 0.671
33 C -6.881 0.425 0.474
34 H -8.448 -2.030 -1.291
35 H -9.115 -0.408 -1.081
36 H -8.907 -1.455 0.317
37 H -6.147 -1.906 -1.848
38 H -3.900 -0.962 -1.517
39 H -4.483 3.720 0.205
40 H -3.341 4.125 -1.074
41 H -4.551 2.856 -1.332
42 H -0.980 3.331 0.085
43 H 0.471 -0.151 1.320
44 H 2.554 0.424 1.656
45 H 4.761 0.848 2.355
46 H 5.667 2.039 1.390
47 H 5.237 -1.437 2.114
48 H 4.028 -3.577 2.214
49 H 2.062 -4.878 1.465
50 H 1.244 -4.470 -0.052
51 H 2.797 -5.301 -0.079
52 H 2.027 -2.592 -1.417
53 H 2.259 -0.475 -2.402
54 H 4.006 -0.211 -2.517
55 H 3.021 0.838 -1.489
56 H 5.089 1.954 -2.522
57 H 6.561 2.782 -1.958
58 H 5.071 2.874 -0.992
59 H -1.891 -1.774 0.101
60 H -1.552 -1.342 1.774
61 H -3.225 -1.430 1.206
62 H -5.464 1.744 1.388
63 H -7.716 0.817 1.035

Calculated values
**Highest occupied orbital energy**: -7.7285 eV
**Gap between HOMO and LUMO**: 8.21 eV
**Charge**: 0
**Energy above the lowest of the compared OMol25 structures with the same formula, charge and spin**: 44.8 kcal per mole
**Multiplicity**: 1

---

Entry from the Open Molecules 2025 dataset: C25H31AuN5S3 as an isolated structure (ωB97M-V/def2-TZVPD).

Geometry (Å):
1 Au -0.137 0.492 0.535
2 C 2.111 1.894 5.295
3 S 1.124 3.120 4.417
4 C 0.527 2.309 2.999
5 S 0.792 0.604 2.752
6 N -0.140 3.143 2.241
7 N -0.643 2.568 1.130
8 C -1.387 3.229 0.344
9 C -1.935 2.540 -0.843
10 C -2.930 3.113 -1.610
11 C -3.473 2.390 -2.660
12 C -3.011 1.111 -2.921
13 C -1.998 0.604 -2.124
14 N -1.465 1.310 -1.120
15 H 2.708 2.466 6.003
16 H 2.767 1.368 4.609
17 H 1.475 1.191 5.830
18 H -1.638 4.264 0.556
19 H -3.278 4.113 -1.378
20 H -4.262 2.820 -3.263
21 H -3.417 0.515 -3.727
22 H -1.573 -0.381 -2.301
23 C 2.677 3.491 -2.417
24 C 2.592 1.991 -2.587
25 C 3.135 1.361 -3.715
26 C 3.068 -0.026 -3.880
27 C 3.685 -0.692 -5.089
28 C 2.439 -0.794 -2.923
29 C 1.835 -0.209 -1.762
30 C 1.969 1.216 -1.643
31 N 1.146 -0.845 -0.782
32 C 1.033 -2.310 -0.476
33 C 1.488 -2.471 0.979
34 C -0.448 -2.692 -0.586
35 C 1.825 -3.339 -1.293
36 H 3.569 3.896 -2.895
37 H 2.696 3.769 -1.362
38 H 1.810 3.976 -2.874
39 H 3.632 1.963 -4.473
40 H 4.052 0.044 -5.803
41 H 2.962 -1.330 -5.601
42 H 4.527 -1.322 -4.795
43 H 2.397 -1.847 -3.100
44 H 1.607 1.696 -0.743
45 H 0.923 -1.820 1.648
46 H 2.551 -2.231 1.082
47 H 1.333 -3.506 1.290
48 H -1.091 -2.017 -0.012
49 H -0.588 -3.705 -0.204
50 H -0.771 -2.677 -1.632
51 H 2.899 -3.147 -1.282
52 H 1.467 -3.427 -2.317
53 H 1.664 -4.310 -0.822
54 S -2.845 -0.244 1.337
55 C -3.172 -1.213 2.682
56 N -4.437 -1.247 3.196
57 C -4.826 -1.982 4.273
58 C -3.928 -2.753 4.929
59 C -2.597 -2.755 4.460
60 C -2.228 -2.009 3.376
61 H -5.110 -0.672 2.713
62 H -5.866 -1.905 4.556
63 H -4.230 -3.337 5.786
64 H -1.856 -3.357 4.975
65 H -1.207 -1.994 3.020

Calculated values
**<S²>**: 2.05
**Highest occupied orbital energy (alpha / beta)**: -10.2038 / -10.4167 eV
**Gap between HOMO and LUMO (alpha / beta)**: 7.07 / 6.25 eV
**Charge**: +1
**Multiplicity**: 3

---

Entry from the Open Molecules 2025 dataset: C25H31Br36F5N3Si as an isolated structure (ωB97M-V/def2-TZVPD).

Geometry (Å):
1 C -3.029 1.868 -4.860
2 Si -1.472 1.285 -3.945
3 C -0.010 2.210 -4.680
4 C -1.596 1.689 -2.091
5 C -0.979 0.615 -1.155
6 C 0.309 1.095 -0.496
7 F 1.104 1.690 -1.411
8 F 0.001 2.064 0.403
9 N 1.151 0.110 0.218
10 C 0.627 -0.466 1.354
11 N 1.536 -0.708 2.342
12 N -0.654 -0.832 1.547
13 C 1.974 -0.748 -0.604
14 F 2.249 -1.907 0.008
15 F 3.156 -0.111 -0.809
16 F 1.487 -1.031 -1.791
17 C -1.274 -0.560 -4.334
18 C -0.022 -1.070 -4.571
19 C 0.222 -2.401 -4.901
20 C -0.842 -3.242 -5.027
21 C -2.140 -2.732 -4.758
22 C -2.375 -1.439 -4.415
23 H -2.868 1.721 -5.935
24 H -3.248 2.921 -4.658
25 H -3.863 1.215 -4.588
26 H 0.098 3.221 -4.274
27 H 0.939 1.695 -4.478
28 H -0.100 2.279 -5.771
29 H -1.167 2.688 -1.935
30 H -2.656 1.799 -1.826
31 H -1.708 0.453 -0.353
32 H -0.880 -0.351 -1.665
33 H 2.315 -0.054 2.259
34 H 1.832 -1.688 2.300
35 H -1.293 -0.146 1.947
36 H -1.051 -1.726 1.293
37 H 0.852 -0.423 -4.504
38 H 1.242 -2.725 -5.086
39 H -0.689 -4.276 -5.316
40 H -2.967 -3.435 -4.861
41 H -3.407 -1.119 -4.215
42 C 2.140 6.038 -2.219
43 Br 2.134 5.388 -4.033
44 Br 0.983 7.563 -2.002
45 Br 1.724 4.636 -0.954
46 H 3.149 6.370 -2.004
47 C -6.071 -0.037 -1.551
48 Br -7.745 -0.555 -2.350
49 Br -4.554 -0.618 -2.606
50 Br -5.989 1.857 -1.204
51 H -6.007 -0.539 -0.595
52 C -3.709 1.454 3.856
53 Br -4.064 -0.077 2.736
54 Br -3.413 0.965 5.690
55 Br -2.239 2.488 3.151
56 H -4.588 2.084 3.827
57 C -10.129 -0.101 1.302
58 Br -8.325 0.233 1.909
59 Br -10.375 -1.938 0.773
60 Br -11.430 0.448 2.607
61 H -10.283 0.507 0.421
62 C -1.047 -2.217 -9.082
63 Br 0.427 -3.431 -9.347
64 Br -2.363 -2.372 -10.487
65 Br -1.819 -2.431 -7.314
66 H -0.647 -1.214 -9.136
67 C 5.868 -3.408 1.035
68 Br 5.008 -1.992 0.046
69 Br 7.778 -3.380 0.819
70 Br 5.351 -3.374 2.895
71 H 5.514 -4.343 0.624
72 C 5.567 8.423 -0.740
73 Br 5.560 7.770 -2.554
74 Br 4.414 9.948 -0.519
75 Br 5.150 7.026 0.522
76 H 6.575 8.754 -0.528
77 C -1.509 -2.457 5.831
78 Br -0.875 -2.337 7.643
79 Br -0.419 -1.421 4.617
80 Br -1.665 -4.280 5.235
81 H -2.502 -2.025 5.812
82 C 5.654 5.902 4.209
83 Br 7.438 6.145 4.886
84 Br 5.377 4.106 3.552
85 Br 4.321 6.397 5.509
86 H 5.539 6.570 3.367
87 C 0.003 -8.199 3.844
88 Br -1.842 -7.670 3.630
89 Br 1.214 -6.760 3.413
90 Br 0.335 -8.912 5.598
91 H 0.188 -8.994 3.135
92 C 10.668 6.471 7.374
93 Br 8.935 6.343 8.206
94 Br 11.353 4.738 6.886
95 Br 10.650 7.679 5.871
96 H 11.344 6.887 8.108
97 C -3.463 -10.994 5.179
98 Br -2.058 -12.263 4.818
99 Br -4.852 -11.069 3.846
100 Br -4.167 -11.198 6.959
101 H -3.021 -10.008 5.122

Calculated values
**Highest occupied orbital energy**: -10.6845 eV
**Gap between HOMO and LUMO**: 5.07 eV
**Charge**: +1
**Multiplicity**: 1

---

Entry from the Open Molecules 2025 dataset: C25H31BrN4O2 as an isolated structure (ωB97M-V/def2-TZVPD).

Geometry (Å):
1 C 6.458 3.231 5.045
2 H 5.693 4.111 4.776
3 O 6.561 2.428 3.718
4 C 5.491 1.928 3.310
5 C 4.158 2.216 3.833
6 C 3.230 1.374 3.329
7 C 3.449 0.550 2.319
8 C 4.757 0.544 1.498
9 C 5.833 1.195 2.130
10 H 6.723 1.070 1.819
11 H 5.069 -0.262 0.629
12 C 2.435 -0.090 1.311
13 H 1.309 0.021 2.078
14 H 2.608 -1.256 1.140
15 C 1.913 0.674 0.015
16 N 0.868 -0.161 -0.460
17 C -0.448 0.560 -0.157
18 N -1.556 0.283 -0.489
19 C -2.354 1.374 -0.227
20 H -2.897 1.003 0.819
21 H -2.930 1.900 -0.911
22 C -1.116 2.358 0.475
23 N -0.024 1.538 0.424
24 C 1.395 1.834 0.474
25 H 1.619 2.721 -0.745
26 H 1.632 2.367 1.237
27 C -1.231 3.753 -0.497
28 H -0.838 3.174 -1.732
29 H -0.301 4.303 -0.159
30 H -2.121 4.145 -0.600
31 H -1.458 2.842 1.270
32 C 0.973 -1.362 -1.115
33 H 0.523 -2.235 -0.351
34 H 1.985 -1.574 -1.072
35 C 0.294 -1.678 -2.370
36 N -1.071 -1.981 -2.398
37 C -1.823 -2.860 -2.607
38 O -1.271 -4.186 -2.729
39 C -3.228 -2.948 -2.166
40 C -3.648 -2.112 -1.229
41 C -5.278 -2.132 -0.878
42 C -5.873 -3.112 -1.449
43 C -5.394 -3.814 -2.424
44 C -4.128 -3.760 -2.644
45 H -3.542 -4.508 -3.501
46 H -6.262 -4.583 -3.017
47 C -7.622 -2.942 -1.266
48 H -7.863 -3.103 -0.201
49 H -7.977 -3.720 -2.044
50 H -7.790 -2.016 -1.550
51 Br -5.872 -0.768 0.156
52 H -3.195 -1.284 -0.814
53 H -1.696 -1.047 -1.988
54 C 0.570 -0.683 -3.333
55 H 1.614 -0.656 -3.453
56 H 0.246 -1.094 -4.326
57 H 0.277 0.415 -3.100
58 H 0.707 -2.720 -2.726
59 H 2.809 0.537 -0.621
60 H 2.097 1.169 3.798
61 H 3.969 2.682 4.678
62 H 7.451 3.606 5.290
63 H 6.091 2.745 5.781

Calculated values
**Highest occupied orbital energy**: -8.0002 eV
**Gap between HOMO and LUMO**: 8.37 eV
**Charge**: 0
**Energy above the lowest of the compared OMol25 structures with the same formula, charge and spin**: 540.2 kcal per mole
**Multiplicity**: 1